# 1
The following is a quantum chemistry calculation of a molecular structure, C42H31AsN2O4S2TeTi, from the OMol25 dataset.

- Lowest unoccupied orbital energy (alpha / beta): 0.1449 / 0.1449 Ha
- HOMO energy (alpha / beta): 0.00 / -0.03 eV
- Total energy: -6179.373706 hartree
- Kohn-Sham gap (alpha / beta): 3.9 / 4.0 eV

Structure (ORCA input):
```
! RIJCOSX wB97M-V def2-TZVPD def2/J DEFGRID3
* xyz -2 1
Ti 0.133 -0.256 0.624
O 2.607 -3.533 0.786
C 1.969 -2.529 0.475
O 0.848 -2.152 1.020
C 2.363 -1.607 -0.616
C 3.464 -1.726 -1.423
C 3.702 -0.799 -2.445
C 2.773 0.228 -2.596
C 1.688 0.326 -1.753
N 1.469 -0.568 -0.729
C 0.711 1.422 -1.716
O 0.635 2.324 -2.555
O -0.043 1.329 -0.656
H 4.125 -2.563 -1.235
H 4.565 -0.881 -3.092
H 2.870 0.985 -3.366
S -2.968 1.139 0.877
C -3.956 0.421 -0.339
C -5.246 0.951 -0.608
C -6.077 0.429 -1.572
C -5.676 -0.660 -2.353
C -4.421 -1.195 -2.124
C -3.579 -0.685 -1.136
As -1.829 -1.471 -0.884
C -1.281 -1.655 -2.744
C -1.123 -0.471 -3.459
C -0.642 -0.496 -4.760
C -0.322 -1.704 -5.362
C -0.481 -2.888 -4.656
C -0.955 -2.865 -3.351
C -2.256 -3.317 -0.401
C -1.204 -4.208 -0.187
C -1.452 -5.499 0.254
C -2.754 -5.913 0.507
C -3.804 -5.026 0.319
C -3.557 -3.735 -0.131
H -5.561 1.806 -0.022
H -7.051 0.881 -1.731
H -6.321 -1.064 -3.124
H -4.077 -2.028 -2.731
H -1.364 0.482 -3.001
H -0.499 0.439 -5.285
H 0.063 -1.722 -6.375
H -0.226 -3.836 -5.115
H -1.067 -3.796 -2.808
H -0.181 -3.883 -0.327
H -0.619 -6.169 0.427
H -2.946 -6.917 0.865
H -4.821 -5.336 0.530
H -4.382 -3.047 -0.270
S 2.069 1.095 4.631
C 3.115 1.724 3.416
C 2.682 1.406 2.164
C 1.469 0.648 2.114
C 1.046 0.398 3.396
C -0.138 -0.373 3.709
C -0.472 -0.784 5.007
C -1.616 -1.529 5.196
C -2.411 -1.853 4.101
C -2.016 -1.407 2.855
N -0.910 -0.694 2.657
H 3.984 2.302 3.689
H 3.229 1.714 1.281
H 0.171 -0.525 5.837
H -1.888 -1.859 6.192
H -3.317 -2.434 4.203
H -2.612 -1.602 1.972
C 2.163 3.946 -0.360
Te 0.319 4.130 0.704
C 1.354 5.715 1.758
C 2.823 5.502 1.493
C 3.801 6.131 2.258
C 5.149 5.908 2.021
C 5.532 5.045 1.004
C 4.564 4.419 0.233
C 3.208 4.638 0.465
H 2.058 4.384 -1.351
H 2.394 2.891 -0.493
H 1.145 5.645 2.825
H 1.034 6.697 1.406
H 3.496 6.791 3.063
H 5.896 6.392 2.639
H 6.581 4.848 0.820
H 4.856 3.728 -0.550
*
```

***

# 2
The following is a quantum chemistry calculation of a molecular structure, C42H31ClInN5O3P, from the OMol25 dataset.

- Lowest unoccupied orbital energy: -0.1244 Ha
- HOMO energy: -10.07 eV
- Total energy: -3110.187911 hartree
- Kohn-Sham gap: 6.7 eV

Structure (ORCA input):
```
! RIJCOSX wB97M-V def2-TZVPD def2/J DEFGRID3
* xyz 1 1
In 1.206 1.641 0.163
Cl 7.266 3.945 3.385
C 5.707 3.333 2.961
C 5.231 2.171 3.576
C 3.992 1.675 3.255
C 3.163 2.310 2.310
O 1.952 1.818 2.113
C 3.662 3.486 1.682
C 2.952 4.207 0.685
N 1.836 3.832 0.156
C 1.122 4.572 -0.774
C 1.581 5.584 -1.585
C 0.694 6.299 -2.409
C -0.651 6.044 -2.388
C -1.162 5.015 -1.567
C -2.538 4.752 -1.393
C -2.936 3.778 -0.516
C -1.961 2.973 0.092
N -0.672 3.163 -0.083
C -0.257 4.228 -0.820
C 4.935 3.977 2.036
H 5.849 1.667 4.307
H 3.613 0.782 3.732
H 3.384 5.167 0.393
H 2.632 5.843 -1.589
H 1.084 7.082 -3.044
H -1.340 6.633 -2.980
H -3.266 5.340 -1.938
H -3.980 3.600 -0.302
H -2.249 2.139 0.719
H 5.315 4.866 1.549
O 5.116 1.309 -0.201
C 4.044 0.986 -0.668
O 3.083 1.775 -1.052
C 3.741 -0.516 -0.881
P 2.144 -0.884 -0.088
C 1.303 -1.968 -1.285
C 1.307 -3.357 -1.206
C 0.713 -4.103 -2.214
C 0.092 -3.471 -3.280
C 0.085 -2.085 -3.362
C 0.701 -1.336 -2.374
C 2.501 -1.788 1.446
C 1.952 -1.326 2.641
C 2.231 -1.974 3.835
C 3.066 -3.081 3.843
C 3.629 -3.534 2.658
C 3.355 -2.893 1.462
H 4.556 -1.124 -0.495
H 3.625 -0.659 -1.955
H 1.763 -3.854 -0.361
H 0.747 -5.184 -2.174
H -0.383 -4.058 -4.055
H -0.392 -1.591 -4.198
H 0.739 -0.256 -2.452
H 1.350 -0.427 2.652
H 1.811 -1.594 4.757
H 3.291 -3.577 4.777
H 4.295 -4.387 2.669
H 3.819 -3.232 0.545
N -4.392 -3.584 0.142
C -5.638 -4.090 -0.132
C -6.289 -5.255 0.262
C -7.579 -5.423 -0.196
C -8.199 -4.469 -1.022
C -7.550 -3.323 -1.421
C -6.243 -3.128 -0.967
N -5.373 -2.089 -1.187
C -4.289 -2.385 -0.521
C -3.122 -1.520 -0.451
C -2.107 -1.697 0.489
C -1.047 -0.812 0.511
N -0.933 0.211 -0.335
C -1.898 0.374 -1.247
C -2.998 -0.448 -1.337
H -3.676 -4.046 0.674
H -5.811 -5.993 0.893
H -8.131 -6.308 0.093
H -9.214 -4.650 -1.347
H -8.024 -2.591 -2.060
H -2.142 -2.496 1.217
H -0.258 -0.926 1.245
H -1.764 1.196 -1.941
H -3.771 -0.282 -2.075
*
```

***

# 3
The following is a quantum chemistry calculation of a molecular structure, C42H31GeN4O5ReSe, from the OMol25 dataset.

- ΔE to the lowest compared entry with this formula, charge and spin: 0.00 kcal/mol
- Lowest unoccupied orbital energy (alpha / beta): -0.0366 / -0.0366 Ha
- HOMO energy (alpha / beta): -7.57 / -7.57 eV
- Total energy: -6770.803351 hartree
- Kohn-Sham gap (alpha / beta): 6.6 / 6.6 eV

Structure (ORCA input):
```
! RIJCOSX wB97M-V def2-TZVPD def2/J DEFGRID3
* xyz 0 1
Re 1.698 1.494 -0.119
C -1.273 4.633 0.291
C -0.131 3.768 -0.117
N 0.127 2.598 0.418
N -0.608 2.200 1.513
C 0.170 1.442 2.227
O 1.378 1.149 1.825
C -0.274 0.950 3.543
C -1.443 1.449 4.114
C -1.858 0.983 5.350
C -1.111 0.019 6.015
C 0.047 -0.484 5.440
C 0.469 -0.021 4.204
C 0.891 4.169 -1.016
C 0.906 5.389 -1.708
C 1.998 5.726 -2.462
C 3.082 4.840 -2.528
C 3.024 3.658 -1.847
N 1.948 3.303 -1.097
H -1.990 4.054 0.867
H -1.781 5.033 -0.588
H -0.930 5.474 0.902
H -2.007 2.208 3.585
H -2.761 1.378 5.801
H -1.438 -0.344 6.982
H 0.622 -1.244 5.954
H 1.371 -0.404 3.741
H 0.054 6.050 -1.624
H 2.025 6.666 -2.997
H 3.965 5.072 -3.107
H 3.821 2.933 -1.885
O 3.740 -0.809 0.856
Se 4.388 0.679 0.129
O 5.957 0.549 -0.046
O 3.745 1.927 0.986
O 3.446 0.801 -1.246
N 4.761 -7.054 -3.224
C 4.437 -6.091 -2.683
C 4.026 -4.892 -2.007
C 3.115 -4.030 -2.612
C 2.721 -2.879 -1.955
C 3.213 -2.582 -0.685
C 4.152 -3.434 -0.101
C 4.553 -4.585 -0.754
C 2.757 -1.380 0.022
C 1.636 -0.686 -0.198
H 2.737 -4.254 -3.600
H 2.061 -2.181 -2.440
H 4.564 -3.189 0.868
H 5.275 -5.250 -0.298
C 0.515 -0.054 -0.557
Ge -1.388 -0.569 -0.455
C -1.769 -1.712 -1.996
C -2.888 -1.500 -2.798
C -3.184 -2.356 -3.852
C -2.366 -3.445 -4.115
C -1.258 -3.681 -3.311
C -0.970 -2.820 -2.262
C -1.637 -1.663 1.140
C -2.720 -1.567 2.012
C -2.850 -2.436 3.086
C -1.898 -3.420 3.308
C -0.814 -3.531 2.451
C -0.687 -2.659 1.379
C -2.480 1.023 -0.725
C -3.480 1.502 0.119
C -4.263 2.590 -0.245
C -4.054 3.226 -1.461
C -3.045 2.780 -2.304
C -2.268 1.689 -1.935
H -3.542 -0.653 -2.609
H -4.057 -2.172 -4.466
H -2.596 -4.114 -4.936
H -0.624 -4.541 -3.497
H -0.126 -3.035 -1.631
H -3.495 -0.828 1.852
H -3.702 -2.344 3.750
H -2.000 -4.096 4.149
H -0.067 -4.300 2.611
H 0.165 -2.776 0.720
H -3.652 1.043 1.083
H -5.042 2.940 0.423
H -4.670 4.070 -1.748
H -2.869 3.272 -3.255
H -1.496 1.338 -2.615
*
```

***

# 4
The following is a quantum chemistry calculation of a molecular structure, C42H32AsClIrN5O3S, from the OMol25 dataset.

- ΔE to the lowest compared entry with this formula, charge and spin: 58.38 kcal/mol
- Lowest unoccupied orbital energy (alpha / beta): -0.1303 / -0.1416 Ha
- HOMO energy (alpha / beta): -10.08 / -10.06 eV
- Total energy: -5317.470447 hartree
- Kohn-Sham gap (alpha / beta): 6.5 / 6.2 eV

Structure (ORCA input):
```
! RIJCOSX wB97M-V def2-TZVPD def2/J DEFGRID3
* xyz 1 2
Ir 0.202 0.107 0.284
N -1.768 -2.861 2.694
C -0.860 -2.323 1.859
S -1.311 -2.161 0.172
N 0.333 -2.085 2.291
N 1.142 -1.373 1.409
C 2.375 -1.711 1.446
C 3.438 -1.148 0.672
C 4.698 -1.772 0.716
C 5.758 -1.298 -0.014
C 5.578 -0.140 -0.780
C 4.360 0.498 -0.816
C 3.249 -0.006 -0.112
O 2.111 0.650 -0.224
H -2.709 -3.000 2.376
H -1.556 -2.956 3.672
H 2.618 -2.538 2.108
H 4.813 -2.655 1.335
H 6.712 -1.806 -0.004
H 6.411 0.259 -1.346
H 4.206 1.398 -1.398
Cl -5.076 4.707 2.629
C -4.010 3.384 2.265
C -4.066 2.212 3.043
C -3.211 1.175 2.785
C -2.274 1.226 1.721
O -1.513 0.197 1.547
C -2.240 2.412 0.938
C -1.369 2.576 -0.162
N -0.725 1.617 -0.754
C -0.200 1.761 -2.054
C -0.381 2.809 -2.916
C 0.257 2.808 -4.173
C 1.026 1.754 -4.575
C 1.144 0.615 -3.746
C 1.874 -0.546 -4.096
C 1.889 -1.617 -3.253
C 1.203 -1.542 -2.028
N 0.558 -0.461 -1.660
C 0.512 0.629 -2.495
C -3.114 3.483 1.247
H -4.783 2.144 3.850
H -3.245 0.267 3.373
H -1.286 3.586 -0.561
H -1.012 3.645 -2.646
H 0.138 3.666 -4.820
H 1.529 1.768 -5.533
H 2.424 -0.568 -5.028
H 2.414 -2.527 -3.504
H 1.175 -2.375 -1.338
H -3.082 4.386 0.649
O 0.657 1.506 1.890
As 0.973 2.052 3.434
C 2.847 1.978 3.775
C 3.342 2.285 5.039
C 4.708 2.231 5.261
C 5.566 1.868 4.227
C 5.066 1.561 2.969
C 3.699 1.624 2.740
C 0.427 3.878 3.538
C 1.373 4.889 3.407
C 0.958 6.213 3.388
C -0.394 6.518 3.470
C -1.340 5.505 3.575
C -0.931 4.182 3.611
C 0.128 1.031 4.813
C 0.419 -0.330 4.853
C -0.071 -1.103 5.891
C -0.848 -0.520 6.885
C -1.136 0.837 6.844
C -0.644 1.620 5.809
H 2.662 2.561 5.838
H 5.110 2.463 6.238
H 6.633 1.828 4.406
H 5.738 1.274 2.170
H 3.275 1.412 1.769
H 2.424 4.640 3.325
H 1.690 7.007 3.314
H -0.714 7.551 3.450
H -2.394 5.746 3.633
H -1.658 3.383 3.693
H 1.028 -0.773 4.078
H 0.161 -2.160 5.937
H -1.223 -1.123 7.701
H -1.735 1.286 7.625
H -0.845 2.684 5.789
*
```

***

# 5
The following is a quantum chemistry calculation of a molecular structure, C42H32F5N4O4PS2SbTi, from the OMol25 dataset.

- ΔE to the lowest compared entry with this formula, charge and spin: 34.49 kcal/mol
- Lowest unoccupied orbital energy (alpha / beta): -0.2253 / -0.2667 Ha
- HOMO energy (alpha / beta): -13.38 / -13.44 eV
- Total energy: -4865.873001 hartree
- Kohn-Sham gap (alpha / beta): 7.3 / 6.2 eV

Structure (ORCA input):
```
! RIJCOSX wB97M-V def2-TZVPD def2/J DEFGRID3
* xyz 2 2
Ti -0.118 0.943 0.845
C 2.380 3.059 0.874
C 2.803 1.634 1.063
C 4.164 1.372 1.133
C 4.612 0.075 1.279
C 3.668 -0.929 1.397
C 2.314 -0.628 1.359
N 1.888 0.641 1.178
Sb 1.144 -2.237 2.335
C -0.092 -3.551 1.061
C -0.027 -4.891 1.415
C -0.832 -5.774 0.710
C -1.630 -5.286 -0.305
C -1.598 -3.929 -0.617
C -2.402 -3.381 -1.751
N -0.834 -3.077 0.081
C -0.186 -0.788 3.258
C -0.954 -1.247 4.316
C -1.565 -0.321 5.144
C -1.226 1.014 4.998
C -0.386 1.410 3.966
C 0.141 2.812 3.954
N 0.040 0.521 3.035
H 2.849 3.452 -0.027
H 1.304 3.183 0.782
H 2.748 3.666 1.703
H 4.857 2.200 1.082
H 5.670 -0.142 1.334
H 3.978 -1.954 1.551
H 0.629 -5.233 2.204
H -0.828 -6.829 0.946
H -2.280 -5.946 -0.861
H -3.091 -4.133 -2.128
H -2.959 -2.501 -1.436
H -1.739 -3.088 -2.567
H -1.089 -2.311 4.465
H -2.237 -0.638 5.931
H -1.584 1.752 5.703
H 0.838 2.919 4.786
H 0.659 3.041 3.030
H -0.661 3.533 4.104
O -1.491 1.859 -1.000
S -1.839 0.446 -1.173
O -3.180 0.095 -0.830
O -0.825 -0.288 -0.272
C -1.358 0.097 -2.819
C -2.221 -0.326 -3.812
C -1.724 -0.485 -5.094
C -0.395 -0.183 -5.361
C 0.444 0.285 -4.360
C -0.029 0.434 -3.062
P 1.061 1.015 -1.675
C 2.220 -0.402 -1.750
C 1.668 -1.686 -1.720
C 2.484 -2.802 -1.786
C 3.862 -2.650 -1.873
C 4.419 -1.381 -1.850
C 3.605 -0.261 -1.767
C 1.892 2.417 -2.495
C 2.924 2.320 -3.429
C 3.452 3.469 -3.996
C 2.964 4.718 -3.638
C 1.927 4.821 -2.722
C 1.394 3.677 -2.153
H -3.258 -0.518 -3.569
H -2.381 -0.824 -5.882
H -0.009 -0.303 -6.364
H 1.461 0.549 -4.608
H 0.595 -1.811 -1.656
H 2.046 -3.792 -1.778
H 4.501 -3.518 -1.968
H 5.493 -1.260 -1.889
H 4.047 0.725 -1.731
H 3.320 1.359 -3.722
H 4.259 3.387 -4.712
H 3.384 5.611 -4.078
H 1.544 5.792 -2.441
H 0.572 3.748 -1.448
F -6.939 -1.421 3.874
C -6.119 -0.627 3.222
C -4.854 -1.074 2.866
F -4.471 -2.309 3.174
C -3.988 -0.242 2.183
F -2.833 -0.764 1.786
C -4.325 1.080 1.890
S -3.281 2.285 1.117
C -5.620 1.486 2.213
F -5.994 2.719 1.893
C -6.514 0.655 2.865
F -7.727 1.080 3.161
O -0.738 2.563 1.249
N -1.796 1.829 1.657
*
```